DFT (the ωB97M-V functional and the def2-TZVPD basis) results for C42H36Cl4F7N3O14P2S4Sn as an isolated structure in a non-equilibrium geometry.

Geometry as ORCA input:
```
! RIJCOSX wB97M-V def2-TZVPD def2/J DEFGRID3
* xyz -2 1
C 2.89 6.28 -1.66
H -0.40 1.60 -5.46
P 0.27 -2.56 -2.41
S -2.15 -2.04 0.33
C -4.27 -0.30 0.86
Sn 0.10 0.45 -0.09
C 1.92 4.17 -2.33
H 2.00 -3.61 -3.90
C 0.48 -4.21 -1.65
C 0.61 1.52 -5.10
O -2.21 1.18 0.55
H 5.04 1.33 1.70
H 1.41 -2.05 -4.49
C 1.89 -5.73 -0.41
H 1.14 4.84 -2.67
H -1.54 -4.87 -1.93
C 2.92 2.12 -5.29
C 5.30 -0.02 -1.90
O 0.04 2.88 -1.60
C 0.85 -6.63 -0.31
Cl -2.49 1.27 -2.11
C 6.45 0.36 -1.21
O -3.93 2.00 1.99
C 1.74 -2.59 -3.60
C -3.13 -2.51 -4.70
O 2.30 6.88 -2.53
O 5.15 7.16 0.97
O -1.56 -1.83 1.64
H 2.85 -5.95 0.03
F -2.74 -1.14 5.07
H -4.00 -1.87 -4.78
C -0.38 -6.31 -0.87
H 2.46 3.77 -3.19
C -0.91 -4.15 -4.50
H 0.98 -7.56 0.22
H -1.81 -5.31 -6.06
C 2.48 -2.68 2.34
H 3.71 2.66 -5.81
C 3.61 4.29 -0.55
O -2.19 -3.40 -0.13
O -2.60 0.15 2.79
C -6.12 -1.98 -0.35
P 2.44 -0.38 -2.02
C -6.53 -0.74 0.14
H -5.85 1.08 1.08
H 3.64 -1.58 -3.83
Cl 0.45 2.83 1.88
H 3.72 7.95 -0.88
H 3.02 0.58 0.51
F -1.62 -2.86 4.52
O 2.05 2.09 -1.16
F -3.27 -2.21 3.32
H 2.13 4.50 2.31
O 0.83 -1.73 0.71
H 3.52 3.21 -0.51
H -3.77 -3.83 -6.26
F 3.17 -3.35 1.39
C 6.36 0.87 0.07
H -4.21 1.12 -3.80
H 4.23 1.37 -3.78
H 1.23 4.02 3.80
C -3.87 -1.53 0.38
O 0.22 -3.82 1.79
Cl -2.91 2.86 -4.57
C 4.05 0.09 -1.30
C 1.63 2.18 -5.77
S -3.13 0.85 1.62
O -0.65 0.18 4.49
H -7.55 -0.43 0.05
C -4.80 -2.36 -0.24
H 0.12 0.28 -3.41
H 2.51 -3.80 -1.08
C -1.01 -3.04 -3.67
H 5.40 -0.43 -2.89
C 2.96 -1.88 -3.02
O -0.36 0.24 2.15
C -2.14 -2.23 -3.77
C -0.56 -5.12 -1.53
H -1.21 -7.01 -0.78
H 3.51 -2.54 -2.34
C 5.12 0.95 0.70
Cl 3.00 2.59 3.31
H 7.25 1.19 0.59
N 3.70 6.94 -0.76
C 4.41 4.98 0.29
C 1.27 2.94 -1.62
C 1.70 3.68 2.87
C -3.14 1.31 -3.81
H -6.84 -2.63 -0.83
C -3.00 -3.61 -5.54
H -2.60 0.57 -4.41
C -1.90 -4.44 -5.42
N 0.32 -1.73 3.27
C -5.60 0.09 0.73
S -0.81 -0.59 3.28
F 5.18 4.32 1.18
O -1.64 -1.15 -0.71
N 2.83 4.91 -1.47
C 3.22 1.39 -4.16
F 2.75 -3.34 3.48
S 0.61 -2.45 1.95
C 3.99 0.54 0.02
H -0.06 -4.81 -4.41
F 3.10 -1.49 2.44
C 4.50 6.43 0.26
C 1.70 -4.52 -1.06
H 1.40 2.75 -6.66
H 7.41 0.27 -1.69
C 0.91 0.78 -3.97
H -4.44 -3.30 -0.62
C -2.20 -1.76 4.01
C 2.21 0.70 -3.49
H -2.24 -1.40 -3.10
*
```

For the energy relative to the best compared isomer or geometry (same formula, charge and spin), the calculation gives 133.33 kcal per mole. The value obtained for the HOMO energy is -0.1286 Eh.